Arrangement P

{
  "formula": "FH3N2O",
  "method": "ωB97M-V/def2-TZVPD",
  "lumo_energy_ev": [-1.66, -1.10],
  "charge": 0,
  "homo_ha": [-0.400, -0.391],
  "gap_ev": [9.22, 9.53],
  "elements": ["N", "N", "O", "F", "H", "H", "H"],
  "xyz": [[-0.93144, 0.85145, 1.05265], [-0.27522, -0.86833, -0.27326], [0.24759, -0.64145, -1.32317], [1.83456, -0.29057, -1.34224], [-0.99579, 1.45540, 0.07972], [-0.05084, 1.15306, 1.46867], [0.17114, -1.65957, 0.33763]],
  "nbo_charge": [-0.638, -0.026, 0.042, -0.373, 0.326, 0.313, 0.357]
}



Arrangement Q

{
  "formula": "FH3N2O",
  "method": "ωB97M-V/def2-TZVPD",
  "lumo_energy_ev": [-0.16, -0.17],
  "charge": 0,
  "homo_ha": [-0.384, -0.384],
  "gap_ev": [10.28, 10.29],
  "elements": ["N", "N", "O", "F", "H", "H", "H"],
  "xyz": [[0.54127, -0.97459, 0.39518], [0.04372, 0.01909, -0.68559], [-1.06093, 0.50035, -0.67264], [-1.26126, 2.00355, -0.00604], [-0.15752, -1.34508, 0.96709], [1.10189, -0.61359, 1.20528], [0.79282, 0.41026, -1.20328]],
  "nbo_charge": [-0.706, 0.044, -0.017, -0.419, 0.366, 0.365, 0.367]
}



Arrangement R

{
  "formula": "FH3N2O",
  "method": "ωB97M-V/def2-TZVPD",
  "lumo_energy_ev": [-0.64, -0.87],
  "charge": 0,
  "homo_ha": [-0.370, -0.325],
  "gap_ev": [9.43, 7.97],
  "elements": ["N", "N", "O", "F", "H", "H", "H"],
  "xyz": [[-0.14134, -0.01278, 0.41576], [0.74495, 0.69551, -0.24911], [1.75749, 1.05765, 0.26009], [2.79142, -0.61217, -0.03738], [0.40750, -0.60880, 1.03598], [-0.72663, -0.57679, -0.05655], [0.45844, 0.94229, -1.23470]],
  "nbo_charge": [-0.597, 0.194, -0.107, -0.640, 0.413, 0.377, 0.359]
}



Most stable structure, least stable structure: arrangement R, arrangement P.



Arrangement P

{
  "formula": "C3H6OS3",
  "method": "ωB97M-V/def2-TZVPD",
  "lumo_energy_ev": [-0.73, -0.73],
  "charge": 0,
  "homo_ha": [-0.273, -0.273],
  "gap_ev": [6.70, 6.70],
  "elements": ["C", "C", "C", "O", "S", "S", "S", "H", "H", "H", "H", "H", "H"],
  "xyz": [[-1.09623, 1.38693, 0.48746], [1.91057, -0.94329, -0.29536], [1.34666, 0.43736, -0.26898], [-1.79213, -1.22965, 0.09775], [-3.23106, -0.89015, 0.21659], [-2.83001, 1.37242, 0.23620], [-0.40703, 0.56952, -0.80991], [2.93148, -0.96660, -0.04572], [1.42923, -1.69683, 0.40322], [1.68112, -1.44046, -1.34579], [1.71759, 1.05255, -1.05511], [1.64114, 0.71980, 0.82050], [-3.30132, 1.62839, 1.55914]],
  "nbo_charge": [-0.531, -0.621, -0.538, -0.921, 0.538, 0.222, 0.554, 0.222, 0.231, 0.203, 0.218, 0.254, 0.166]
}



Arrangement Q

{
  "formula": "C3H6OS3",
  "method": "ωB97M-V/def2-TZVPD",
  "lumo_energy_ev": [-1.14, -1.14],
  "charge": 0,
  "homo_ha": [-0.319, -0.319],
  "gap_ev": [7.55, 7.55],
  "elements": ["C", "C", "C", "O", "S", "S", "S", "H", "H", "H", "H", "H", "H"],
  "xyz": [[-0.09769, -0.56319, -0.10865], [-1.31232, 0.33688, 0.34151], [1.06659, 0.15858, -0.81380], [-1.43073, 2.16347, -3.79458], [-2.53620, 0.59223, -0.95219], [0.47888, 0.34515, -2.71718], [-0.85418, 1.89215, -2.47631], [0.34652, -1.16839, 0.62258], [-0.56286, -1.21926, -0.77960], [-1.90116, -0.15434, 1.14927], [-0.91949, 1.29296, 0.70734], [1.25951, 1.18792, -0.54500], [2.00770, -0.41997, -0.63017]],
  "nbo_charge": [-0.453, -0.562, -0.430, -0.864, -0.082, -0.018, 1.054, 0.213, 0.229, 0.242, 0.209, 0.216, 0.245]
}



Most stable structure, least stable structure: arrangement Q, arrangement P.



Arrangement P

{
  "formula": "C2H4BFO",
  "method": "ωB97M-V/def2-TZVPD",
  "smiles": "B[C@H](F)C=O",
  "lumo_energy_ev": -0.59,
  "charge": 0,
  "homo_ha": -0.375,
  "gap_ev": 9.62,
  "elements": ["B", "C", "F", "C", "O", "H", "H", "H", "H"],
  "xyz": [[-0.23293, -1.10767, -0.73199], [0.49127, -0.05665, 0.27772], [0.33804, -0.52673, 1.55152], [-0.24799, 1.23213, 0.25498], [-0.57089, 1.83419, 1.19530], [0.06907, -1.48632, -1.67032], [-1.12627, -1.66266, -0.23224], [1.59422, 0.04593, 0.13559], [-0.31453, 1.72780, -0.78056]],
  "nbo_charge": [0.499, -0.208, -0.346, 0.412, -0.469, -0.109, -0.083, 0.218, 0.085]
}



Arrangement Q

{
  "formula": "C2H4BFO",
  "method": "ωB97M-V/def2-TZVPD",
  "smiles": "C=C=O.BF",
  "lumo_energy_ev": 0.28,
  "charge": 0,
  "homo_ha": -0.347,
  "gap_ev": 9.71,
  "elements": ["C", "C", "O", "H", "H", "B", "F", "H", "H"],
  "xyz": [[-0.51416, -1.07645, -1.28165], [-1.31178, -0.16319, -0.86940], [-2.13614, 0.62700, -0.73245], [0.60141, -1.02531, -1.07899], [-1.00283, -2.06774, -1.20633], [1.18870, 0.97427, 1.26817], [0.08183, 0.29656, 1.62788], [2.09345, 0.20304, 0.97312], [0.99952, 2.23182, 1.29966]],
  "nbo_charge": [-0.802, 0.716, -0.450, 0.263, 0.270, 0.731, -0.499, -0.121, -0.109]
}



Most stable structure, least stable structure: arrangement Q, arrangement P.



Arrangement P

{
  "formula": "H39O20",
  "method": "ωB97M-V/def2-TZVPD",
  "lumo_energy_ev": 1.95,
  "charge": -1,
  "homo_ha": -0.290,
  "gap_ev": 9.84,
  "elements": ["O", "H", "O", "H", "H", "O", "H", "H", "O", "H", "H", "O", "H", "H", "O", "H", "H", "O", "H", "H", "O", "H", "H", "O", "H", "H", "O", "H", "H", "O", "H", "H", "O", "H", "H", "O", "H", "H", "O", "H", "H", "O", "H", "H", "O", "H", "H", "O", "H", "H", "O", "H", "H", "O", "H", "H", "O", "H", "H"],
  "xyz": [[-2.53734, 2.40578, 1.65382], [-1.08814, 0.19360, 2.52181], [4.47622, -0.78219, 1.22715], [3.78543, -1.00055, 0.54229], [3.83628, -0.45558, 1.73710], [1.41292, -0.34875, 0.55011], [1.97035, 0.36280, 0.45927], [0.25908, 0.65395, 0.21318], [-2.94696, 0.46368, -1.32322], [-2.19296, 0.75978, -0.78835], [-2.90194, 1.64740, 1.30911], [-0.44385, 1.41616, 0.17934], [-1.58403, 1.93430, 1.76794], [0.36837, 1.87039, -0.34707], [-3.66780, -1.63239, 2.03682], [-4.54738, -1.16161, 2.29786], [-2.76377, -0.42312, -1.49333], [0.41551, -0.49309, -2.01479], [1.23675, -0.99904, -1.92164], [0.15379, -0.17813, -1.19445], [1.14739, 2.02404, -2.13795], [2.08749, 0.20893, 3.87678], [-2.51628, 4.45789, 1.28861], [-1.88678, -1.56712, -2.90520], [-1.44256, -0.77342, -3.12719], [-1.35835, -2.32403, -2.64874], [-3.22343, 3.78280, -2.43458], [-3.64716, 2.98552, -1.98074], [-2.30110, 3.65844, -2.05325], [2.63052, -0.01966, 4.65951], [-0.37679, -1.39193, 0.48614], [2.26572, 0.11440, 5.51878], [-0.21406, 0.17194, 2.73789], [0.40394, -0.06284, 1.90364], [-3.20214, -1.08468, 1.42075], [-1.20575, -1.74841, 0.98116], [-1.13641, -1.75668, 2.01438], [2.00035, 1.86112, -2.53650], [-3.13302, 5.00710, 2.00268], [0.59392, 1.19597, -2.42303], [-3.41167, 4.20227, 2.41387], [3.21143, -3.46010, -1.16837], [2.41124, -3.08219, -0.80712], [3.76963, -3.06463, -0.44173], [5.47508, 2.20700, 0.05880], [5.22803, 2.48165, 0.91840], [5.33745, 2.89832, -0.47462], [2.30583, -2.72574, 1.40046], [1.36848, -3.01782, 1.42200], [2.37409, -1.75423, 1.45568], [-5.52710, -0.27268, -0.58392], [-4.61372, -0.21263, -0.88927], [-5.53799, -0.34449, 0.32698], [-0.18496, -5.52566, -1.51911], [-0.42267, -6.10869, -0.85995], [0.81572, -5.66511, -1.59049], [3.71271, 1.21535, -3.49364], [3.02650, 1.97780, -3.80818], [3.21983, 0.45226, -3.76443]],
  "nbo_charge": [-0.978, 0.451, -0.901, 0.457, 0.445, -1.248, 0.446, 0.472, -0.993, 0.500, 0.458, -1.070, 0.512, 0.507, -0.951, 0.462, 0.492, -0.972, 0.503, 0.491, -0.996, 0.501, 0.485, -0.980, 0.494, 0.495, -0.948, 0.481, 0.468, -0.980, 0.507, 0.479, -1.020, 0.515, 0.485, -1.024, 0.508, 0.463, -0.961, 0.502, 0.471, -0.959, 0.473, 0.481, -0.915, 0.463, 0.452, -0.995, 0.480, 0.497, -0.959, 0.492, 0.449, -0.936, 0.461, 0.475, -0.913, 0.456, 0.469]
}



Arrangement Q

{
  "formula": "H39O20",
  "method": "ωB97M-V/def2-TZVPD",
  "lumo_energy_ev": 1.91,
  "charge": -1,
  "homo_ha": -0.285,
  "gap_ev": 9.66,
  "elements": ["O", "H", "O", "H", "H", "O", "H", "H", "O", "H", "H", "O", "H", "H", "O", "H", "H", "O", "H", "H", "O", "H", "H", "O", "H", "H", "O", "H", "H", "O", "H", "H", "O", "H", "H", "O", "H", "H", "O", "H", "H", "O", "H", "H", "O", "H", "H", "O", "H", "H", "O", "H", "H", "O", "H", "H", "O", "H", "H"],
  "xyz": [[-1.73544, -5.08266, 2.70039], [0.49855, 3.67060, 0.89142], [-5.26261, 0.38137, 2.61409], [-5.32188, 1.28977, 2.29237], [-4.91054, 0.45197, 3.50833], [3.80854, 1.33321, -0.16348], [1.18313, 5.31746, -2.55756], [4.32267, 0.86982, 0.52261], [1.22346, 2.26262, 2.40930], [1.13124, 1.44372, 2.86518], [2.13617, 0.13364, 0.49168], [1.31222, 0.51894, 0.17965], [-3.27567, -0.93230, 0.27716], [2.85023, 1.48293, 0.09252], [1.68551, -3.82335, -2.24048], [-1.52108, -4.94138, 1.71892], [1.09463, 1.85856, 1.51215], [-1.35811, 0.53832, -0.97672], [-0.97708, 1.20554, -1.63019], [-0.44800, 0.33019, -0.57382], [-1.35163, -3.82478, -0.68042], [2.43519, -3.18773, -1.99585], [0.49510, 3.22686, -1.25474], [0.40154, -3.01493, 2.88246], [-0.04530, -2.32907, 2.40860], [0.89971, -3.57477, 2.12125], [1.08212, 3.82962, -4.13113], [1.63113, 3.17018, -3.57789], [0.31089, 3.29270, -3.99488], [-3.28031, -1.87807, 0.78080], [0.09547, -1.99229, 0.39468], [-3.87977, -1.36485, 1.49490], [-0.46839, 3.83766, 0.96808], [-2.90392, 3.27124, 1.20739], [0.93615, -3.28022, -2.55879], [0.50232, -1.74944, -0.27276], [0.39655, -0.77768, -0.28600], [-1.86975, -3.41105, -1.30801], [0.53218, 5.58069, -1.95615], [-0.76499, -3.23065, -0.36236], [-0.42224, 5.53128, -2.22772], [-2.64642, 4.62117, -1.51080], [-1.98665, 3.93161, -1.17726], [-3.36117, 4.07949, -1.47972], [2.44643, -1.15218, -2.16752], [1.50763, -1.09748, -2.36468], [1.65699, -4.77869, 0.69500], [-2.82118, 2.49806, 1.61260], [2.39323, -0.42598, -1.46084], [-2.96743, 1.82265, 0.89465], [1.00633, 2.61624, -1.92682], [1.33198, 1.93881, -1.10274], [-0.61001, 3.23298, 1.71695], [2.62152, -2.29766, 1.28571], [2.03133, -1.85703, 0.60339], [3.21437, -3.05734, 0.86873], [2.43039, -5.29325, 0.65825], [2.71929, -5.42697, -0.30150], [-1.03400, -5.09921, 3.11631]],
  "nbo_charge": [-0.921, 0.473, -0.955, 0.480, 0.478, -0.992, 0.498, 0.474, -0.989, 0.470, 0.460, -1.281, 0.461, 0.492, -0.984, 0.480, 0.498, -0.981, 0.482, 0.481, -0.936, 0.503, 0.497, -0.931, 0.458, 0.469, -0.967, 0.500, 0.462, -0.940, 0.428, 0.477, -0.973, 0.461, 0.474, -0.936, 0.488, 0.468, -0.989, 0.460, 0.491, -0.932, 0.480, 0.452, -0.963, 0.459, 0.469, -0.938, 0.500, 0.478, -1.051, 0.517, 0.498, -1.020, 0.497, 0.490, -0.959, 0.494, 0.440]
}



Most stable structure, least stable structure: arrangement P, arrangement Q.